Computed, not measured: a molecular structure, C42H120Br3F6N10O16S2 at a distorted geometry, with the ωB97M-V functional and the def2-TZVPD basis.

Atoms and positions in Å:
C  8.4260  11.3526  0.4692
C  6.9512  11.8453  0.1997
C  6.4809  11.8238  -1.2328
O  5.2214  12.4281  -1.3801
C  4.5397  12.2042  -2.6093
N  6.0488  10.9227  1.0790
H  6.4207  10.7487  2.0108
H  5.1222  11.3026  1.2333
H  5.9776  9.9987  0.6581
H  9.0953  12.0544  -0.0289
H  8.6139  10.3326  0.1326
H  8.6996  11.3014  1.5234
H  6.7443  12.8214  0.6386
H  6.5435  10.7834  -1.5683
H  7.1207  12.2034  -2.0337
H  3.5027  12.2719  -2.2785
H  4.5084  11.2592  -3.1548
H  4.7334  12.9755  -3.3553
C  7.3906  2.7574  -3.1044
C  8.7648  2.5194  -3.7581
C  8.9216  2.7427  -5.2916
O  10.1059  2.0774  -5.7342
C  10.3104  2.0849  -7.1114
N  9.7497  3.4394  -3.0273
H  9.6910  3.3304  -2.0166
H  10.7196  3.3488  -3.3007
H  9.3966  4.3924  -3.0805
H  6.7182  2.0670  -3.6145
H  7.0702  3.7973  -3.1712
H  7.3320  2.4736  -2.0536
H  9.1017  1.5045  -3.5477
H  8.9116  3.7956  -5.5791
H  8.0629  2.2203  -5.7172
H  9.7049  1.3304  -7.6141
H  11.3850  1.9902  -7.2646
H  10.0111  3.0591  -7.5084
C  7.1445  5.3645  -0.0484
C  8.0245  6.0789  0.9699
C  9.0842  7.0168  0.3379
O  9.9446  7.5861  1.3329
C  11.0141  8.3524  0.7917
N  7.1819  6.8044  1.9700
H  7.7613  7.4802  2.4584
H  6.4511  7.3929  1.5870
H  6.7002  6.1347  2.5643
H  6.9161  6.0119  -0.8953
H  6.1905  5.0115  0.3432
H  7.6361  4.4594  -0.4061
H  8.3959  5.2752  1.6073
H  8.6725  7.8540  -0.2315
H  9.6499  6.5191  -0.4531
H  11.9197  7.7789  0.5775
H  11.3224  9.1247  1.4961
H  10.7295  8.7900  -0.1668
C  19.4088  6.8943  -3.5329
C  17.8997  6.9780  -3.9773
C  17.2227  8.0908  -3.2052
O  15.8773  8.2291  -3.6471
C  14.9738  8.7542  -2.6356
N  17.7970  7.2896  -5.4852
H  18.3118  8.1220  -5.7573
H  18.1472  6.5674  -6.1054
H  16.8673  7.5344  -5.8112
H  20.1035  6.3925  -4.2077
H  19.5899  6.3541  -2.6033
H  19.8941  7.8506  -3.3341
H  17.4039  6.0267  -3.7912
H  17.6632  9.0883  -3.2214
H  17.1239  7.6822  -2.1975
H  15.2935  9.7772  -2.4323
H  15.0927  8.2712  -1.6630
H  13.9169  8.6713  -2.8815
C  3.7738  8.4775  3.6045
C  2.6285  7.7098  4.3692
C  1.6713  8.6811  4.9977
O  0.7260  8.0888  5.8536
C  -0.1158  8.9820  6.5701
N  1.8168  6.7585  3.5400
H  2.3839  6.1821  2.9275
H  1.1930  6.2096  4.1217
H  1.1932  7.3387  2.9887
H  4.2083  9.2602  4.2253
H  3.2565  8.9777  2.7837
H  4.5967  7.8743  3.2245
H  3.0959  7.1544  5.1828
H  1.1954  9.3081  4.2377
H  2.2278  9.4092  5.5915
H  0.2913  9.4843  7.4487
H  -1.0167  8.5179  6.9714
H  -0.5216  9.7409  5.8986
C  4.8578  6.1607  -3.7940
C  4.5906  6.0133  -5.2720
C  3.0547  6.3579  -5.7315
O  2.8534  6.3465  -7.1387
C  1.4817  6.6273  -7.4791
N  5.4265  6.9114  -6.1370
H  5.5245  6.6158  -7.1023
H  5.0889  7.8669  -6.1183
H  6.4160  6.9367  -5.8950
H  4.0560  5.7976  -3.1523
H  4.8031  7.2334  -3.5951
H  5.8567  5.8304  -3.5118
H  4.8175  4.9989  -5.6003
H  2.7825  7.3527  -5.3717
H  2.4122  5.6133  -5.2595
H  1.2522  7.6471  -7.1658
H  0.7502  5.9710  -7.0069
H  1.3900  6.5641  -8.5619
C  14.8249  5.4079  6.5255
C  14.4740  5.1557  5.0486
C  13.0766  5.6457  4.6811
O  12.9004  5.4130  3.2834
C  11.5628  5.1989  2.8414
N  15.5772  5.8249  4.1972
H  15.3939  5.5443  3.2401
H  15.4768  6.8301  4.2791
H  16.5438  5.6134  4.4171
H  14.2150  4.8094  7.2022
H  14.8091  6.4625  6.7974
H  15.7933  4.9358  6.6981
H  14.5710  4.1117  4.7524
H  12.8203  6.6036  5.1400
H  12.3359  5.0035  5.1627
H  11.5889  5.2459  1.7535
H  10.9706  6.0041  3.2776
H  11.1016  4.2500  3.1189
C  14.4733  3.0220  -6.8483
C  13.2992  3.5109  -5.9898
C  13.8863  4.2015  -4.8018
O  12.8558  4.7858  -4.0012
C  13.3585  5.3159  -2.7959
N  12.4838  4.4870  -6.8284
H  12.1591  4.1236  -7.7172
H  11.6232  4.7339  -6.3341
H  13.0600  5.3123  -6.9397
H  15.2109  2.4626  -6.2729
H  14.9414  3.8327  -7.4068
H  14.1593  2.2711  -7.5745
H  12.6217  2.7376  -5.6279
H  14.6522  4.9372  -5.0576
H  14.3430  3.4478  -4.1570
H  12.5856  5.8864  -2.2850
H  14.3006  5.8514  -2.9321
H  13.6920  4.4501  -2.2177
C  12.0691  10.5251  4.4513
C  12.2773  11.9673  4.0853
C  10.9879  12.6495  3.4754
O  11.2481  14.0245  3.1799
C  10.3206  14.6687  2.3275
N  12.9262  12.7772  5.1880
H  13.0802  13.7681  5.0309
H  12.2935  12.7397  5.9816
H  13.7937  12.3614  5.5068
H  11.5663  10.2950  5.3918
H  13.0246  10.0036  4.5228
H  11.4159  10.0696  3.7068
H  13.0028  11.9813  3.2713
H  10.1240  12.6616  4.1427
H  10.6983  12.1072  2.5742
H  9.3150  14.6057  2.7469
H  10.3139  14.2315  1.3279
H  10.5935  15.7215  2.2754
C  3.9098  0.5581  1.1846
C  4.0446  2.0755  1.1639
C  2.7194  2.7388  1.5357
O  2.9053  4.1531  1.7977
C  2.7831  4.9827  0.6749
N  5.1471  2.5796  2.1182
H  4.9071  3.4607  2.5724
H  5.3231  1.8413  2.7881
H  6.0030  2.9312  1.6854
H  3.6061  0.1954  2.1677
H  4.8694  0.0472  1.0833
H  3.3161  0.0718  0.4118
H  4.2714  2.4731  0.1746
H  2.1481  2.2663  2.3347
H  2.0440  2.6476  0.6832
H  3.3897  5.8541  0.9012
H  1.7417  5.3089  0.6301
H  3.0784  4.5756  -0.2927
C  10.3178  7.8573  -4.2338
F  11.0420  7.7201  -3.1532
F  9.4745  8.9063  -4.1539
F  11.1569  8.0679  -5.2776
S  9.4073  6.2038  -4.6622
O  10.2826  5.5580  -5.6523
O  9.1765  5.4538  -3.3899
O  8.1743  6.7106  -5.2764
C  8.8060  0.8906  1.4333
F  8.5872  0.7931  2.7497
F  9.9195  0.2597  1.0752
F  7.6644  0.3790  0.8514
S  8.9692  2.7827  1.1000
O  9.4208  2.8728  -0.2621
O  7.6224  3.3053  1.3342
O  9.9438  3.2885  2.0496
Br  4.6715  8.0563  -0.1741
Br  7.8377  9.6219  3.8808
Br  5.6492  4.8594  4.4336

Properties
F_max ... 8.75 eV/A
Net charge ... +5
HOMO ... -15.06 eV
Gap between HOMO and LUMO ... 5.87 eV